{"formula": "C3N6O", "method": "ωB97M-V/def2-TZVPD", "e_lumo_ev": -1.19, "max_force_ev_per_a": 2.52, "de_lowest_kcal_mol": 17.39, "e_tot_ha": -517.8858, "elements": ["O", "N", "N", "N", "N", "N", "N", "C", "C", "C"], "xyz": [[0.204088, -0.562178, -2.388144], [2.657352, -2.161531, 0.804657], [1.681381, -1.741553, 0.507509], [-0.782266, 0.965322, 1.583223], [-1.395309, 2.000811, 0.955603], [-1.303019, 1.935242, -0.328567], [-0.622580, 0.775340, -0.563625], [-0.081047, -0.377233, -1.278291], [-0.024476, -1.053561, 0.048553], [-0.334124, 0.219341, 0.659082]], "atomic_forces_ev_per_a": [[0.051, -0.230, -1.388], [-2.028, 0.453, -0.462], [1.572, 0.462, -0.030], [-0.401, 0.416, 2.151], [0.476, 0.441, -0.650], [-0.720, -0.828, -0.206], [0.137, 1.308, 1.332], [1.223, -0.017, 0.161], [-0.682, -2.252, 0.897], [0.371, 0.247, -1.805]]}

---

{"formula": "C26H74CrCu3N4O17P2", "method": "ωB97M-V/def2-TZVPD", "s2": 6.0112, "e_lumo_ev": [1.18, 1.17], "multiplicity": 5, "total_charge": -1, "max_force_ev_per_a": 3.52, "e_tot_ha": -9182.0957, "elements": ["Cu", "Cu", "Cu", "Cr", "P", "P", "O", "O", "O", "O", "O", "O", "O", "O", "O", "O", "O", "O", "O", "O", "O", "O", "O", "N", "N", "N", "N", "C", "C", "C", "C", "C", "C", "C", "C", "C", "C", "C", "C", "C", "C", "C", "C", "C", "C", "C", "C", "C", "C", "C", "C", "C", "C", "H", "H", "H", "H", "H", "H", "H", "H", "H", "H", "H", "H", "H", "H", "H", "H", "H", "H", "H", "H", "H", "H", "H", "H", "H", "H", "H", "H", "H", "H", "H", "H", "H", "H", "H", "H", "H", "H", "H", "H", "H", "H", "H", "H", "H", "H", "H", "H", "H", "H", "H", "H", "H", "H", "H", "H", "H", "H", "H", "H", "H", "H", "H", "H", "H", "H", "H", "H", "H", "H", "H", "H", "H", "H"], "xyz": [[-24.796894, -17.679049, -16.804670], [-23.499428, -13.425464, -13.515187], [-22.083055, -16.655114, -15.473007], [-23.692450, -14.587125, -17.336994], [-22.443463, -16.837576, -18.337859], [-24.663103, -15.508341, -14.939866], [-23.875154, -12.295484, -16.903899], [-19.747980, -15.214801, -16.046346], [-21.895689, -15.591757, -17.523435], [-25.272278, -13.560139, -8.683489], [-22.987816, -18.016486, -12.654202], [-30.052234, -13.398935, -18.430746], [-27.124382, -17.073469, -17.153755], [-22.469600, -18.078303, -17.383659], [-26.949269, -12.776128, -13.567233], [-25.356981, -14.853211, -13.730201], [-25.371785, -15.283069, -16.302326], [-23.882936, -16.294240, -18.412392], [-27.854341, -16.191670, -13.050533], [-23.368527, -14.721426, -15.274392], [-24.187520, -16.965634, -14.718956], [-21.771750, -17.159040, -19.643935], [-25.140462, -19.841552, -15.878639], [-23.613027, -15.259953, -11.574482], [-23.363566, -20.706493, -18.172762], [-26.355752, -13.866514, -18.491577], [-23.371003, -13.566274, -19.276981], [-25.656574, -20.099053, -14.613443], [-28.810655, -14.052307, -18.277616], [-22.779901, -19.550070, -10.822892], [-24.083209, -15.128415, -10.189518], [-27.959386, -17.286464, -10.904861], [-19.294732, -13.905033, -15.801793], [-25.353488, -20.955925, -16.759271], [-22.738420, -12.263477, -19.009771], [-27.790510, -12.796797, -14.720333], [-22.896713, -15.311501, -9.249075], [-22.403877, -11.478306, -20.282591], [-24.629526, -11.561789, -15.959719], [-27.188987, -17.124523, -12.207649], [-29.361160, -17.787981, -16.977673], [-28.202398, -17.164348, -16.202556], [-24.812548, -13.800019, -9.985400], [-17.822321, -13.989863, -15.490250], [-31.124222, -14.135156, -17.918562], [-27.632006, -13.167214, -18.651360], [-25.359526, -21.748247, -19.122567], [-26.332171, -14.374367, -8.237262], [-27.729092, -12.689946, -20.093579], [-28.362197, -11.398730, -14.906661], [-24.828530, -20.692113, -18.144188], [-23.709807, -18.842424, -11.782518], [-23.609359, -11.490486, -18.057674], [-26.217509, -16.696420, -11.944432], [-23.139113, -10.539142, -17.799204], [-21.814753, -12.511919, -18.473851], [-27.667239, -13.556311, -20.756986], [-25.218227, -20.966579, -14.104521], [-24.556887, -11.329476, -18.590109], [-26.691902, -13.893514, -7.329518], [-26.441666, -21.102108, -16.795295], [-24.412304, -18.225577, -11.195069], [-19.849059, -13.404458, -14.996492], [-23.052578, -19.782977, -17.827611], [-27.152481, -14.521280, -8.946929], [-23.249765, -15.210027, -8.220197], [-24.073700, -13.010508, -10.179830], [-24.449812, -15.240766, -12.160518], [-26.918864, -11.985553, -20.289535], [-24.925930, -21.552074, -20.107597], [-25.495308, -19.225496, -13.984639], [-28.672730, -12.197007, -20.331242], [-25.180692, -19.694814, -18.455440], [-26.475452, -13.637752, -13.609798], [-20.663433, -15.223220, -16.432120], [-28.839657, -17.879904, -11.169408], [-21.546350, -11.890892, -20.809247], [-24.969129, -12.273419, -15.200642], [-27.919403, -17.786163, -15.350269], [-28.943911, -11.091255, -14.041724], [-22.756881, -14.079013, -19.913668], [-24.012256, -10.797130, -15.480172], [-28.428380, -16.150765, -15.866228], [-27.357065, -17.861563, -10.198116], [-22.102232, -14.585750, -9.443185], [-26.745412, -20.257732, -14.663727], [-28.267741, -16.344026, -10.461948], [-25.550851, -13.568399, -10.766394], [-28.612376, -13.494453, -14.511285], [-17.142940, -14.467093, -16.198782], [-32.076479, -13.625941, -18.069393], [-23.286638, -19.937204, -9.937310], [-27.551521, -10.689381, -15.082127], [-30.035867, -18.301185, -16.284641], [-24.741091, -15.985077, -9.978827], [-31.097905, -14.307670, -16.835163], [-28.685627, -14.284491, -17.207892], [-22.209981, -20.345345, -11.302862], [-25.088657, -22.756882, -18.815746], [-26.421822, -21.632729, -19.356270], [-17.681303, -14.606523, -14.597058], [-26.523474, -16.374478, -16.808167], [-22.101168, -10.447819, -20.052890], [-23.033012, -20.543549, -19.126617], [-27.672281, -12.330640, -17.945191], [-23.282319, -11.319181, -20.911500], [-27.057855, -18.082490, -12.718085], [-22.064511, -18.823372, -10.425290], [-19.476750, -13.306407, -16.707275], [-24.856901, -21.824735, -16.312730], [-26.376595, -14.374490, -17.613992], [-29.888912, -17.008897, -17.518383], [-27.156810, -15.657833, -13.473181], [-23.329587, -16.228704, -11.730209], [-25.948535, -15.380184, -8.021806], [-25.555648, -11.116036, -16.330620], [-23.562642, -17.632718, -13.364081], [-24.184617, -13.405355, -19.872327], [-28.770263, -15.031578, -18.774200], [-28.957006, -11.427454, -15.825326], [-27.214278, -13.107819, -15.599808], [-28.992989, -18.581937, -17.625224], [-17.386942, -12.999653, -15.319418], [-31.174117, -15.104316, -18.423854], [-26.279956, -14.585609, -19.209469], [-22.391962, -16.272017, -9.366041], [-24.351143, -19.593971, -12.253284]], "atomic_forces_ev_per_a": [[0.845, -0.478, -0.413], [-0.107, -1.286, -0.205], [-0.312, -0.464, -0.927], [-0.124, -1.554, -1.220], [1.514, -1.786, -0.560], [0.504, -0.120, -0.480], [0.081, 1.188, -0.404], [-0.411, -0.144, 0.696], [1.531, 0.610, 0.757], [-0.278, 0.229, -0.156], [0.178, -0.195, -0.083], [0.000, 0.579, -0.218], [-0.015, 0.050, 0.493], [-0.267, 0.941, 0.853], [0.072, -0.244, -0.425], [-0.145, -0.483, -0.424], [-1.568, -0.477, 1.121], [-2.816, 0.207, -0.506], [0.071, -0.050, -0.128], [1.706, 1.889, 2.439], [-1.107, 0.478, 0.061], [-0.393, 0.774, 0.558], [0.465, -0.073, -0.712], [-0.870, 0.526, -0.326], [0.247, 0.712, -0.051], [-0.619, 0.191, -0.066], [0.377, 0.838, -1.423], [-0.663, 0.322, 0.605], [0.116, -0.454, 1.093], [0.588, 0.424, 0.324], [0.496, -0.876, 0.101], [-0.235, -0.918, -0.745], [-0.127, -0.377, -1.093], [-0.200, 0.357, 0.486], [0.746, -0.480, -0.166], [-0.119, 0.616, 0.996], [0.067, 0.392, 0.263], [0.034, 1.030, 0.623], [-0.080, -0.695, 0.840], [0.217, 1.169, 0.549], [-0.003, -0.179, 1.053], [0.304, -0.428, -1.182], [1.001, 0.570, -0.642], [0.807, 0.162, 0.796], [-0.431, -0.502, 0.086], [-0.355, -0.079, -0.605], [-0.048, 0.769, -0.587], [0.391, -0.483, 0.108], [-0.192, 0.263, 0.127], [0.341, -0.562, -0.768], [0.427, 0.053, -0.712], [-0.708, 0.043, 0.758], [-0.521, -0.534, -0.483], [0.277, -0.273, -0.260], [-0.068, 0.030, 0.206], [0.100, 0.120, -0.112], [0.231, 0.037, -0.061], [0.198, -0.063, -0.282], [-0.149, 0.342, 0.257], [-0.157, -0.221, 0.015], [0.011, -0.270, -0.087], [0.015, 0.005, 0.090], [0.133, -0.105, 0.208], [0.146, -0.302, 0.732], [0.054, 0.423, -0.205], [0.246, -0.007, 0.041], [0.199, -0.077, 0.243], [-0.029, 0.203, -0.095], [0.062, -0.132, -0.208], [0.403, -0.151, 0.142], [0.133, 0.086, -0.180], [-0.020, 0.030, 0.238], [-0.355, -0.061, 0.002], [0.149, 0.412, 0.309], [0.629, 0.079, -0.648], [-0.202, 0.137, 0.470], [-0.315, -0.358, -0.238], [0.110, -0.007, 0.066], [0.054, 0.090, 0.073], [-0.094, 0.023, -0.048], [0.143, -0.374, 0.521], [-0.004, 0.146, -0.076], [-0.213, -0.110, 0.291], [-0.071, 0.019, 0.075], [-0.241, 0.291, 0.038], [0.009, -0.099, -0.026], [0.101, 0.133, -0.101], [-0.490, -0.651, 0.190], [0.044, -0.122, -0.414], [-0.683, -0.026, -0.625], [0.216, 0.296, -0.413], [-0.268, -0.193, -0.228], [0.003, 0.077, 0.172], [-0.232, 0.322, -0.022], [-0.369, 0.234, 0.064], [0.538, -0.031, 0.045], [0.013, -0.121, 0.043], [-0.054, -0.008, -0.034], [-0.148, -0.055, 0.035], [-0.155, -0.271, 0.626], [-0.114, 0.268, 0.195], [-0.057, 0.135, -0.268], [0.100, -0.082, 0.295], [-0.375, -0.573, -0.144], [0.180, 0.188, -0.178], [0.039, -0.526, -0.213], [0.070, -0.039, 0.080], [0.088, -0.013, -0.145], [0.152, 0.130, 0.041], [-0.063, -0.125, -0.156], [0.241, 0.017, 0.102], [-0.141, -0.192, -0.305], [-0.140, -0.198, 0.152], [0.748, 0.147, 0.024], [-0.151, 0.026, 0.261], [0.163, 0.051, -0.515], [0.056, -0.315, 0.037], [-0.286, -0.028, 0.463], [-0.116, 0.128, -0.384], [-0.290, 0.254, 0.210], [-0.157, -0.110, -0.043], [0.157, 0.251, -0.267], [-0.156, 0.000, 0.227], [-0.115, -0.151, 0.078], [0.035, -0.029, 0.072], [-0.391, -0.211, -0.081], [0.206, 0.087, -0.447]]}

---

{"formula": "C14H18Cl2GdN2S", "method": "ωB97M-V/def2-TZVPD", "s2": 16.7810, "e_lumo_ev": [2.55, 2.60], "multiplicity": 8, "total_charge": -1, "max_force_ev_per_a": 2.38, "de_lowest_kcal_mol": 0.00, "e_tot_ha": -2738.1652, "elements": ["Gd", "Cl", "Cl", "S", "N", "N", "C", "C", "C", "C", "C", "C", "C", "C", "C", "C", "C", "C", "C", "C", "H", "H", "H", "H", "H", "H", "H", "H", "H", "H", "H", "H", "H", "H", "H", "H", "H", "H"], "xyz": [[-1.219059, 1.319352, 2.436174], [-1.783664, 2.704121, 4.406779], [-1.262053, -1.155102, 2.526693], [2.229879, 3.090589, 0.277664], [-0.517029, 2.465292, 0.457838], [0.978403, 1.465219, 1.899489], [4.462899, 2.392828, 1.937383], [3.148675, 2.226280, 1.517743], [2.803107, 0.435347, 3.163646], [2.315436, 1.321027, 2.197509], [-1.430280, -3.199258, -2.204059], [-2.665296, -1.224016, -3.130855], [-2.795715, 0.346667, -1.263613], [4.144347, 0.569652, 3.546415], [-0.463791, -2.251632, -1.457112], [4.950257, 1.582179, 2.980217], [-2.784925, -2.542149, -2.367197], [-1.865577, -0.206349, -2.295776], [-0.614886, -0.840817, -1.741106], [0.748169, 2.306519, 0.848051], [0.571196, -2.515933, -1.719011], [-3.666560, -0.832208, -3.339793], [2.132694, -0.324494, 3.555536], [-3.497716, -0.396907, -0.873309], [-3.372056, 1.189976, -1.669652], [5.057980, 3.154822, 1.446447], [-0.540053, -2.451883, -0.370027], [-0.649357, 3.014140, -0.393422], [-1.516650, 0.641423, -2.915501], [-2.222580, 0.719057, -0.402912], [-2.150996, -1.355385, -4.084305], [5.959983, 1.743336, 3.340088], [4.560705, -0.095182, 4.290859], [-1.031456, -3.406437, -3.201679], [0.180204, -0.151683, -1.456045], [-3.209025, -2.376470, -1.376821], [-3.474186, -3.206700, -2.888588], [-1.511027, -4.155221, -1.677747]], "atomic_forces_ev_per_a": [[-1.953, 0.211, 0.211], [-0.420, 0.886, 1.271], [-0.058, -1.785, 0.034], [0.359, 0.006, 0.283], [1.755, 0.319, -0.887], [1.408, 0.312, -1.891], [-0.205, -0.344, 0.066], [0.335, -0.197, 0.333], [0.789, 0.328, -0.227], [-0.814, 0.538, 0.112], [0.329, 0.350, -0.021], [0.207, 0.253, 0.073], [-0.286, 0.920, 1.376], [-0.312, 0.570, -0.587], [0.482, -1.493, 0.297], [-0.450, -0.077, -0.332], [-0.126, -0.136, -0.264], [0.563, -0.557, -0.792], [-0.476, 1.511, -0.450], [-0.896, -0.705, 0.690], [-0.050, -0.212, 0.202], [0.108, 0.081, -0.043], [0.135, 0.191, 0.119], [0.124, 0.085, -0.063], [0.003, -0.204, 0.095], [0.242, -0.110, 0.224], [-0.059, 0.143, -0.137], [0.137, -0.063, 0.581], [-0.252, -0.309, 0.003], [-0.313, 0.072, -0.177], [-0.076, -0.337, -0.146], [-0.032, -0.118, -0.058], [0.019, 0.034, 0.063], [0.051, -0.063, -0.026], [-0.140, -0.216, 0.087], [-0.112, 0.119, 0.063], [-0.057, -0.111, -0.058], [0.039, 0.110, -0.024]]}